(1)
The following is a quantum chemistry calculation of a cluster of 2 separate species, C5H10NO in total, from the Open Molecules 2025 dataset.

XYZ file:
```
17
Properties=species:S:1:pos:R:3:forces:R:3:nbo_charge:R:1
C -0.431714 -0.948441 -2.190465 -2.49 -0.23 -1.39 0.14
C 0.374525 -0.309230 -1.617704 3.70 0.71 1.74 -0.42
C -1.525285 -1.467456 -2.949177 0.91 -2.76 -1.52 -0.72
C 0.974312 1.517753 2.646565 2.50 -0.82 -1.67 -0.70
C 0.479258 0.910689 1.357025 0.27 -0.25 3.00 0.73
N 0.589579 1.658012 0.330374 -1.15 2.46 -3.07 -0.72
O -0.121153 -0.214468 1.282948 -0.76 -1.43 -0.86 -0.60
H -1.146906 -2.471254 -3.433514 -1.05 1.77 0.90 0.26
H -1.862660 -0.840509 -3.744839 0.37 0.68 -0.73 0.26
H -2.418891 -1.619298 -2.398057 -0.57 -0.59 0.94 0.25
H 0.114811 1.785128 3.148432 -1.77 1.34 1.27 0.26
H 1.535935 0.872257 3.343794 -0.19 -0.11 -0.71 0.28
H 1.656092 2.320110 2.275352 -0.73 -0.24 1.17 0.25
H 1.329607 -0.142048 -1.127313 -0.66 -0.06 -0.55 0.25
H 0.184454 1.400866 -0.648257 0.68 0.21 2.13 0.48
H 0.736508 2.687659 0.521249 0.20 -1.82 -0.50 0.44
H -0.293717 -0.842339 2.022278 0.76 1.13 -0.14 0.56
```
Positions in Å, forces in eV/Å.

Results
lowest unoccupied orbital energy: -3.6 eV
total charge: +1
E_HOMO: -13.69 eV
ΔE to the lowest compared entry with this formula, charge and spin: 3.218 eV

=====

(2)
The following is a quantum chemistry calculation of the ion C5H10NO with charge +1, from the Open Molecules 2025 dataset.

XYZ file:
```
17
Properties=species:S:1:pos:R:3:forces:R:3:nbo_charge:R:1
C 1.459016 -1.611991 -0.001029 0.37 0.12 1.31 0.05
C -1.248370 0.789629 0.615064 2.28 1.49 2.95 -0.10
C -1.641903 -1.164647 -0.312637 1.00 -0.78 -1.71 0.30
C 0.333950 0.515901 0.419604 -0.61 -0.60 -1.71 -0.09
C 0.875156 1.440914 -0.712203 -1.26 -0.18 0.88 -0.63
N 0.391173 -0.912692 0.105119 0.68 -0.19 -1.56 -0.39
O -1.915366 0.081572 -0.366442 -0.20 -0.66 -0.77 -0.39
H 2.510600 -1.242721 0.339425 -1.91 -0.34 -0.79 0.21
H 1.391498 -2.696594 -0.251627 -0.04 1.00 -0.04 0.22
H -1.407327 0.468332 1.698473 -0.70 0.15 -1.53 0.21
H -1.515653 1.848249 0.474032 0.26 -0.50 0.25 0.24
H -1.844715 -1.804364 -1.191123 0.14 0.71 0.36 0.23
H -1.457437 -1.625501 0.587472 -0.74 -1.04 2.11 0.19
H 0.954727 0.657895 1.319655 -0.72 0.26 -0.14 0.24
H 0.272025 1.782638 -1.561708 -0.50 -0.63 0.49 0.24
H 1.821417 1.225451 -1.099237 1.54 -0.93 -0.37 0.23
H 1.021216 2.247936 -0.062842 0.41 2.13 0.27 0.23
```
Positions in Å, forces in eV/Å.

Results
lowest unoccupied orbital energy: -4.2 eV
total charge: +1
E_HOMO: -15.21 eV
ΔE to the lowest compared entry with this formula, charge and spin: 3.658 eV

=====

(3)
The following is a quantum chemistry calculation of the ion C5H10NO with charge +1, from the Open Molecules 2025 dataset.

XYZ file:
```
17
Properties=species:S:1:pos:R:3:forces:R:3:nbo_charge:R:1
C -0.642084 -2.007136 -1.847552 1.41 2.81 2.19 -0.32
C -0.112692 -0.890307 -1.271501 -1.56 -2.46 -1.18 -0.08
N -0.355633 -0.451209 0.042750 1.35 0.44 -0.05 -0.03
O -1.248182 -1.165037 0.799622 -0.76 2.44 0.10 -0.49
C 0.200765 0.649438 0.523341 -0.59 -0.83 -1.39 0.48
C -0.271379 1.094548 1.819279 2.36 -1.40 1.63 -0.70
C 1.210392 1.469431 -0.269428 0.17 -1.81 -0.57 -0.69
H -0.415262 -2.107932 -2.895082 -0.30 -0.73 0.00 0.26
H -1.169082 -2.630525 -1.143833 -0.47 -0.67 -0.90 0.21
H 0.453994 -0.196986 -1.802016 0.79 0.78 -0.85 0.22
H -0.962097 -2.054849 0.869307 0.90 -1.65 0.03 0.50
H -1.310973 1.016925 1.745417 -1.88 0.75 0.38 0.28
H 0.220886 2.027087 2.116081 -0.72 -0.24 0.07 0.26
H -0.035669 0.256972 2.569719 -0.13 1.24 -0.75 0.29
H 1.212443 2.427389 0.175572 0.23 1.03 0.43 0.26
H 1.014237 1.607895 -1.380234 0.32 -0.48 1.49 0.27
H 2.210336 0.954295 -0.051443 -1.13 0.80 -0.63 0.29
```
Positions in Å, forces in eV/Å.

Results
SMILES string: C=C[N+](O)=C(C)C
lowest unoccupied orbital energy: -4.8 eV
total charge: +1
E_HOMO: -14.30 eV
ΔE to the lowest compared entry with this formula, charge and spin: 3.500 eV

=====

(4)
The following is a quantum chemistry calculation of the ion C5H10NO2 with charge -1, from the Open Molecules 2025 dataset.

XYZ file:
```
18
Properties=species:S:1:pos:R:3:forces:R:3:nbo_charge:R:1
C -2.010621 0.679509 1.298728 -0.64 -1.07 0.46 -0.60
C -0.710509 1.015848 0.702286 1.48 3.32 0.92 -0.40
C 0.335727 -0.107626 0.724271 1.89 2.43 -2.10 -0.42
C 0.734632 -0.701775 -0.662959 -1.07 -0.91 -0.75 -0.17
N 0.231026 0.071761 -1.826975 0.88 1.43 2.33 -0.87
C 2.310546 -1.171562 -0.790398 -4.16 0.64 -0.14 0.78
O 2.838662 -1.523608 0.233736 1.52 -0.48 2.46 -0.76
O 2.604550 -1.243274 -1.958828 1.81 -0.06 -2.85 -0.77
H -2.714262 0.290375 0.595736 -0.40 -0.89 -0.70 0.18
H -1.746354 -0.097376 2.030148 -1.02 0.39 0.41 0.20
H -2.540450 1.544218 1.663621 0.02 0.29 0.81 0.19
H -0.355779 1.896138 1.371298 0.07 -1.42 -0.60 0.16
H -0.877043 1.624297 -0.196897 0.49 -0.97 -0.45 0.22
H -0.037908 -0.928598 1.245959 -0.32 -1.12 1.51 0.19
H 1.298251 0.307567 1.156470 -1.16 -0.80 -0.08 0.22
H 0.132107 -1.667467 -0.744162 0.98 0.73 0.19 0.15
H 0.908733 0.400525 -2.462243 1.45 0.15 -0.28 0.37
H -0.401307 -0.388953 -2.379790 -1.79 -1.64 -1.14 0.34
```
Positions in Å, forces in eV/Å.

Results
SMILES string: CCC[C@@H](N)C(=O)[O-]
lowest unoccupied orbital energy: 3.8 eV
total charge: -1
E_HOMO: -3.74 eV
ΔE to the lowest compared entry with this formula, charge and spin: 1.625 eV

=====

(5)
The following is a quantum chemistry calculation of a structure of composition C5H10NO2, from the Open Molecules 2025 dataset.

XYZ file:
```
18
Properties=species:S:1:pos:R:3:forces:R:3:nbo_charge:R:1
O -2.274504 0.857456 -1.250029 2.28 1.98 -0.20 -0.67
C -2.323128 0.498259 0.012143 -2.53 -4.06 3.67 0.73
O -2.849235 1.109283 0.905210 -0.16 0.87 -0.06 -0.60
C -1.701371 -0.876192 0.302257 0.07 0.40 0.45 -0.51
C -0.200945 -0.747847 0.590963 0.36 -0.33 0.23 -0.43
C 0.626124 -0.245575 -0.596267 0.71 -0.20 -0.69 -0.23
C 2.719313 0.566459 0.006672 -2.03 -0.46 1.08 -0.42
N 2.013631 -0.566642 -0.570656 0.50 0.39 0.18 -0.81
H -2.221749 -1.285925 1.168026 -0.02 0.11 0.06 0.21
H -1.844181 -1.568967 -0.526657 0.02 0.19 -0.25 0.21
H 0.024411 -0.147454 1.478136 -0.31 0.04 0.02 0.19
H 0.205886 -1.741754 0.798340 -0.11 -0.01 0.00 0.21
H 0.137317 -0.653566 -1.505938 0.07 -0.09 0.03 0.14
H 0.530893 0.875144 -0.696507 -0.48 0.13 0.06 0.08
H 2.406838 1.471220 -0.553267 0.88 0.47 -0.18 0.11
H 3.779253 0.459213 0.218536 0.35 -0.12 -0.81 0.17
H 2.340127 0.831434 1.044274 0.09 -0.06 -0.12 0.09
H -1.368688 1.165452 -0.825243 0.32 0.72 -3.48 0.51
```
Positions in Å, forces in eV/Å.

Results
lowest unoccupied orbital energy: 3.6 eV
total charge: -1
E_HOMO: -1.50 eV
ΔE to the lowest compared entry with this formula, charge and spin: 4.468 eV

=====

(6)
The following is a quantum chemistry calculation of the ion C5H10NO2 with charge -1, from the Open Molecules 2025 dataset.

XYZ file:
```
18
Properties=species:S:1:pos:R:3:forces:R:3:nbo_charge:R:1
C -1.674358 -0.424104 -2.004234 -0.16 -0.35 -0.11 -0.60
C -1.639664 -0.327768 -0.488399 -0.15 0.55 -0.04 -0.40
C -0.466472 0.501795 0.040174 0.21 -0.08 -0.19 -0.21
N 0.128958 -0.129105 1.196835 -0.12 0.07 0.46 -0.66
C 1.359253 0.541124 1.639896 -0.37 -0.06 -0.69 -0.35
C 2.619753 -0.042317 0.940376 0.25 -0.59 0.64 0.74
O 2.520708 -1.243122 0.572764 -0.10 0.31 -0.18 -0.80
O 3.612185 0.708190 0.899092 0.05 0.13 -0.14 -0.77
H -1.815185 0.536366 -2.516352 -0.02 -0.17 0.17 0.19
H -0.740935 -0.862117 -2.342082 0.28 0.07 -0.19 0.21
H -2.455399 -1.129707 -2.311817 -0.08 0.28 -0.11 0.19
H -1.531549 -1.330554 -0.089108 -0.11 -0.20 0.16 0.20
H -2.588565 0.087316 -0.126671 0.08 -0.20 0.10 0.18
H -0.787338 1.497369 0.359331 -0.07 0.08 -0.24 0.17
H 0.256682 0.630054 -0.791024 0.00 0.08 0.17 0.15
H 0.447495 -1.058015 0.929497 0.11 -0.07 -0.07 0.38
H 1.420979 0.448085 2.725630 0.35 0.05 0.00 0.19
H 1.333459 1.596503 1.366091 -0.15 0.11 0.24 0.18
```
Positions in Å, forces in eV/Å.

Results
SMILES string: CCCNCC(=O)[O-]
lowest unoccupied orbital energy: 3.7 eV
total charge: -1
E_HOMO: -3.80 eV
ΔE to the lowest compared entry with this formula, charge and spin: 0.522 eV

=====

(7)
The following is a quantum chemistry calculation of the ion C5H10NO2 with charge -1, from the Open Molecules 2025 dataset.

XYZ file:
```
18
Properties=species:S:1:pos:R:3:forces:R:3:nbo_charge:R:1
N -0.049224 -1.014379 -2.095170 0.53 3.22 -3.16 -0.88
C -0.222211 0.017421 -1.046119 0.49 -2.19 0.19 -0.16
C 1.180474 0.388431 -0.547594 -1.90 -1.64 3.94 -0.39
C 0.988105 1.030567 0.963378 -0.06 0.77 -2.82 -0.44
C -0.061026 0.400277 1.876327 -1.73 1.23 -0.29 -0.08
O -1.345003 0.129072 1.211363 2.04 1.41 2.28 -0.60
C -1.268070 -0.784627 0.114127 -0.30 3.76 -2.95 0.45
O -1.157849 -2.012433 0.229257 1.37 -2.57 0.96 -0.86
H -0.714376 -0.981028 -2.900997 0.61 0.47 1.15 0.33
H -0.297663 -1.790995 -1.629348 -0.90 -4.08 2.04 0.37
H -0.748817 0.830033 -1.480018 -0.58 1.13 -0.01 0.15
H 1.757478 1.079827 -1.114307 0.48 0.40 -0.74 0.18
H 1.702862 -0.591825 -0.364291 -0.15 0.95 -0.55 0.19
H 0.493322 2.038761 0.709430 1.35 -0.86 0.64 0.18
H 2.059139 1.066300 1.314905 -1.35 0.46 0.42 0.20
H -0.279306 1.130838 2.716603 0.06 -0.64 -0.94 0.15
H 0.176147 -0.491662 2.354289 1.15 -1.80 0.70 0.17
H -2.213981 -0.444577 -0.311835 -1.09 -0.01 -0.84 0.03
```
Positions in Å, forces in eV/Å.

Results
SMILES string: N[C@@H]1CCCO[C@@H]1[O-]
lowest unoccupied orbital energy: 4.2 eV
total charge: -1
E_HOMO: -2.64 eV
ΔE to the lowest compared entry with this formula, charge and spin: 3.505 eV

=====

What did we get for gap between HOMO and LUMO? Answer: 10.1, 11.0, 9.5, 7.6, 5.1, 7.5, 6.8 eV, in the order shown.